1.
Entry from OMol25: 5 unconnected molecules or ions with the total composition C17H35O13 in a non-equilibrium geometry (ωB97M-V with the def2-TZVPD basis set).

Summary:
E_tot = -44813.856 eV
ΔE to the lowest compared entry with this formula, charge and spin = 3.3 kcal per mole
HOMO level = -2.54 eV
Kohn-Sham gap = 5.0 eV
charge = -1
LUMO level = 0.0902 hartree

Positions of all 65 atoms, in Å:
1 C -0.36034 -0.37969 -0.44110
2 O -1.24989 -1.38251 -0.52550
3 H -0.33893 0.11671 0.58927
4 H 0.71878 -0.64420 -0.62498
5 H -0.66261 0.46994 -1.10991
6 C -2.93683 0.49612 2.89222
7 C -3.23387 -0.67465 1.99696
8 O -4.43384 -1.29472 2.49718
9 C -4.98181 -2.27988 1.79376
10 O -4.65703 -2.65689 0.71121
11 O -6.00379 -2.78139 2.51749
12 C -6.53249 -3.98947 1.99835
13 H -2.88653 0.23643 3.94685
14 H -3.62351 1.32819 2.71627
15 H -1.97063 0.89818 2.56886
16 H -2.40571 -1.38609 2.01335
17 H -3.29309 -0.36936 0.95208
18 H -7.48638 -4.18390 2.47633
19 H -5.82551 -4.80261 2.16685
20 H -6.68563 -3.90085 0.92086
21 C 2.48422 -3.43983 -1.20706
22 C 0.96259 -3.63011 -1.25409
23 O 0.74072 -5.04113 -1.45393
24 C -0.46454 -5.40918 -1.85812
25 O -1.39820 -4.72100 -2.13126
26 O -0.45271 -6.76619 -1.93341
27 C -1.66280 -7.36915 -2.32802
28 H 2.96982 -4.29306 -1.68929
29 H 2.88426 -3.40385 -0.19139
30 H 2.78857 -2.51769 -1.69691
31 H 0.53177 -3.05909 -2.06916
32 H 0.56110 -3.24677 -0.31887
33 H -1.75479 -8.32495 -1.80577
34 H -1.71933 -7.50928 -3.40536
35 H -2.52880 -6.79877 -1.97810
36 C 6.60133 1.34014 -4.60689
37 C 6.18463 0.37427 -3.53501
38 O 5.72929 1.14070 -2.42037
39 C 4.90113 0.51324 -1.58344
40 O 4.55701 -0.63362 -1.66262
41 O 4.53060 1.37422 -0.64761
42 C 3.51324 0.92978 0.26655
43 H 7.20868 0.83544 -5.35806
44 H 7.19692 2.14518 -4.17210
45 H 5.75116 1.81338 -5.09791
46 H 7.02842 -0.24796 -3.22935
47 H 5.37383 -0.28501 -3.84513
48 H 3.73870 -0.04804 0.68529
49 H 2.58668 0.83328 -0.30789
50 H 3.36964 1.69628 1.01697
51 C -1.28204 8.82271 1.96194
52 C -1.75703 7.39733 2.09926
53 O -0.59730 6.56114 1.91507
54 C -0.83435 5.25306 1.98776
55 O -1.89491 4.75842 2.26977
56 O 0.28850 4.61003 1.70020
57 C 0.22407 3.18535 1.82311
58 H -0.84826 8.94634 0.97040
59 H -0.56362 9.09759 2.73283
60 H -2.12082 9.51020 2.08849
61 H -2.53842 7.16091 1.37833
62 H -2.12775 7.15918 3.09975
63 H 1.22496 2.80550 1.65359
64 H -0.57035 2.76437 1.21713
65 H 0.03378 2.89729 2.86428

---

2.
Entry from OMol25: a molecular structure, C31H38BN7V in a non-equilibrium geometry (ωB97M-V with the def2-TZVPD basis set).

Summary:
E_tot = -69556.292 eV
ΔE to the lowest compared entry with this formula, charge and spin = 22.1 kcal per mole
HOMO level (alpha / beta) = -10.40 / -11.83 eV
Kohn-Sham gap (alpha / beta) = 7.6 / 8.5 eV
charge = +1
⟨S²⟩ = 2.067
spin multiplicity = 3
LUMO level (alpha / beta) = -0.1018 / -0.1208 hartree

Positions of all 78 atoms, in Å:
1 V -0.06323 0.69873 -0.00990
2 C 2.92257 -0.50357 1.16200
3 C 3.54617 -0.44957 -0.23230
4 C 4.99287 0.05523 -0.13650
5 C 2.78207 0.40213 -1.21330
6 C 3.31167 0.86613 -2.42540
7 C 2.31507 1.61643 -3.00770
8 N 1.25067 1.59203 -2.19700
9 N 1.52497 0.85493 -1.11310
10 B -0.00223 2.47903 -2.26560
11 N -1.26473 1.60393 -2.26590
12 C -2.29873 1.68103 -3.11250
13 C -3.33523 0.94193 -2.58970
14 C -2.85973 0.42603 -1.37750
15 N -1.59543 0.84043 -1.21500
16 C -3.68193 -0.43187 -0.45380
17 C -3.05403 -0.58907 0.92660
18 C -5.10593 0.12403 -0.33480
19 N -0.02553 3.29663 -0.97270
20 C -0.00653 4.63103 -0.84130
21 C 0.00077 4.92703 0.50300
22 C -0.01323 3.68633 1.15290
23 N -0.03233 2.71363 0.24160
24 C -0.00683 3.43713 2.62810
25 C -1.26103 4.04983 3.25880
26 C 1.25097 4.05003 3.25160
27 H 3.61707 -0.99527 1.83860
28 H 1.99357 -1.06997 1.16090
29 H 2.73477 0.50473 1.54020
30 H 3.58617 -1.47117 -0.63770
31 H 5.03117 1.03293 0.33510
32 H 5.45937 0.13063 -1.11240
33 H 5.58557 -0.63247 0.45780
34 H 4.28947 0.67513 -2.81350
35 H 2.30547 2.15203 -3.93490
36 H 0.02587 3.16753 -3.22220
37 H -2.24173 2.24423 -4.02140
38 H -4.30493 0.79033 -3.01480
39 H -3.76173 -1.42647 -0.91530
40 H -2.75953 0.38463 1.33370
41 H -2.19003 -1.24037 0.85100
42 H -3.77073 -1.03747 1.60920
43 H -5.11023 1.08333 0.17460
44 H -5.71843 -0.56617 0.23690
45 H -5.56773 0.24883 -1.30770
46 H 0.00007 5.27963 -1.69650
47 H 0.01457 5.90133 0.94320
48 H -0.00463 2.34503 2.79800
49 H -1.24773 5.13113 3.14400
50 H -1.30233 3.82283 4.32050
51 H -2.16513 3.66873 2.78720
52 H 1.23857 5.13143 3.13680
53 H 2.15297 3.66793 2.77710
54 H 1.29697 3.82373 4.31340
55 N -0.03383 -0.94517 0.05700
56 C 0.03537 -2.21607 0.06880
57 C 0.10517 -2.95037 1.33410
58 C -0.38783 -2.35037 2.49850
59 C -0.43283 -3.05587 3.68280
60 C 0.06987 -4.34817 3.74180
61 C 0.64487 -4.91627 2.61430
62 C 0.66187 -4.22847 1.41480
63 C 0.02247 -2.95487 -1.20650
64 C -0.68833 -4.14907 -1.33760
65 C -0.67493 -4.83517 -2.53770
66 C 0.04357 -4.34347 -3.61640
67 C 0.74017 -3.15047 -3.49710
68 C 0.71797 -2.44917 -2.30680
69 H -0.75943 -1.33067 2.45560
70 H -0.86443 -2.60207 4.56230
71 H 0.01987 -4.90407 4.66670
72 H 1.08027 -5.90257 2.67190
73 H 1.11617 -4.66257 0.53720
74 H -1.26573 -4.52597 -0.50640
75 H -1.23733 -5.75147 -2.63670
76 H 0.05037 -4.88467 -4.55000
77 H 1.29267 -2.76807 -4.34300
78 H 1.26647 -1.52147 -2.20980

---

3.
Entry from OMol25: a molecular structure, C13H12Cl2MgN11O2S in a non-equilibrium geometry (ωB97M-V with the def2-TZVPD basis set).

Summary:
E_tot = -75491.671 eV
ΔE to the lowest compared entry with this formula, charge and spin = 2.7 kcal per mole
HOMO level = -5.08 eV
Kohn-Sham gap = 7.3 eV
charge = -1
LUMO level = 0.0806 hartree

Positions of all 42 atoms, in Å:
1 Mg 3.08974 9.73077 14.15217
2 Cl 6.66160 8.65776 7.88364
3 C 5.67636 8.83227 9.30085
4 C 4.30586 8.90931 9.02257
5 C 3.42023 9.02146 10.04046
6 Cl 1.68074 9.23270 9.73492
7 C 3.85254 9.22666 11.42452
8 O 2.95775 9.58092 12.25525
9 C 5.28123 9.08389 11.60410
10 C 5.74858 9.09602 12.98102
11 O 5.08108 9.26474 13.99771
12 C 6.21374 8.85720 10.55938
13 H 3.96347 8.80678 8.01824
14 H 6.86291 8.96697 13.06744
15 H 7.27906 8.60024 10.76990
16 N 2.06533 12.59575 15.81085
17 C 3.22888 12.68486 15.12724
18 N 3.86391 13.80918 14.89165
19 N 4.91451 13.41639 14.13707
20 N 4.87421 12.12358 13.94160
21 N 3.76456 11.63043 14.57892
22 C 1.16454 11.59277 15.59409
23 N -0.04179 11.65353 15.98112
24 N -0.71866 10.60167 15.50006
25 N 0.09920 9.90586 14.81789
26 N 1.26816 10.49490 14.76147
27 H 1.75530 13.50638 16.17530
28 C 2.50888 5.38330 11.57944
29 N 1.39851 6.16324 11.95834
30 C 0.26097 6.46105 11.09507
31 C -0.52731 7.52360 11.85474
32 N 0.30836 7.72372 13.03683
33 C 1.34904 6.95926 13.05048
34 S 2.37331 6.99658 14.44715
35 H 3.29707 5.56728 12.29991
36 H 2.91579 5.53466 10.58932
37 H 2.20527 4.32382 11.59937
38 H -0.27946 5.54974 10.92651
39 H 0.67081 6.77451 10.18132
40 H -1.53066 7.24902 12.24081
41 H -0.62757 8.37753 11.18844
42 H 0.07953 8.46487 13.73972

---

4.
Entry from OMol25: 2 unconnected molecules or ions with the total composition C4H10O2S in a non-equilibrium geometry (ωB97M-V with the def2-TZVPD basis set).

Summary:
E_tot = -19239.292 eV
SMILES string = O=CCCCS.O
ΔE to the lowest compared entry with this formula, charge and spin = 39.2 kcal per mole
HOMO level = -9.46 eV
Kohn-Sham gap = 10.0 eV
LUMO level = 0.0209 hartree

Positions of all 17 atoms, in Å:
1 O -0.42671 -3.54751 -0.63580
2 C 0.23013 -2.54574 -0.68809
3 C -0.31663 -1.32155 -1.40723
4 C 0.54980 -0.05791 -1.22360
5 C 0.22947 0.84154 0.02011
6 S 1.66722 1.45889 0.97784
7 H 1.26208 -2.49636 -0.26518
8 H -1.32796 -1.22045 -1.00633
9 H -0.35002 -1.56682 -2.46696
10 H 1.56077 -0.41439 -0.97100
11 H 0.51334 0.60630 -2.07994
12 H -0.52764 0.43584 0.68882
13 H -0.40266 1.62665 -0.41848
14 H 0.91143 2.44088 1.43857
15 O -1.35101 2.24469 2.46196
16 H -0.43576 2.01443 2.66919
17 H -1.78586 1.50151 2.90611

---

5.
Entry from OMol25: a molecular structure, C27H40NOTc in a non-equilibrium geometry (ωB97M-V with the def2-TZVPD basis set).

Summary:
E_tot = -34377.415 eV
ΔE to the lowest compared entry with this formula, charge and spin = 0.0 kcal per mole
HOMO level (alpha / beta) = -9.84 / -10.31 eV
Kohn-Sham gap (alpha / beta) = 7.7 / 6.6 eV
charge = +1
⟨S²⟩ = 3.779
spin multiplicity = 4
LUMO level (alpha / beta) = -0.0776 / -0.1375 hartree

Positions of all 70 atoms, in Å:
1 C 1.24742 -2.18205 0.53570
2 C 2.20851 -1.47949 -0.27911
3 C 1.66864 -1.37572 -1.60620
4 C 0.35880 -1.97068 -1.60606
5 C 0.11322 -2.48230 -0.28856
6 Tc 0.38043 -0.32983 -0.18526
7 C -2.36415 1.66739 -0.39484
8 C -1.86516 1.07212 0.73156
9 H -1.79990 1.65530 1.65619
10 C -1.48076 -0.34855 0.79905
11 H -2.19749 -1.01705 0.31005
12 H -1.30116 -0.71526 1.82328
13 C -2.63826 3.13858 -0.47303
14 H -2.12192 3.69236 0.31396
15 H -2.29459 3.52929 -1.44080
16 H -3.71330 3.35992 -0.40059
17 C -2.88960 0.88803 -1.56716
18 H -2.63472 -0.17691 -1.54696
19 H -3.99144 0.94770 -1.62130
20 H -2.49780 1.29748 -2.50895
21 C 3.53453 -0.95283 0.15497
22 H 3.59447 -0.92610 1.24690
23 H 4.35810 -1.56959 -0.22760
24 H 3.67500 0.06608 -0.22662
25 C 2.40522 -0.82655 -2.78160
26 H 2.80838 0.16425 -2.54697
27 H 3.24824 -1.47369 -3.05571
28 H 1.74174 -0.73231 -3.64425
29 C -0.52653 -2.24873 -2.77809
30 H -0.36630 -1.52285 -3.57715
31 H -0.32652 -3.24821 -3.18956
32 H -1.58167 -2.21670 -2.48501
33 C -1.04528 -3.34961 0.09597
34 H -1.94750 -3.08134 -0.46161
35 H -0.83353 -4.40506 -0.12168
36 H -1.26951 -3.27026 1.16296
37 C 1.42854 -2.65860 1.93942
38 H 0.45967 -2.78814 2.43371
39 H 1.95144 -3.62557 1.96575
40 H 2.02090 -1.94702 2.52328
41 C 0.38404 1.50016 -1.48100
42 C 0.36955 2.74206 -0.88918
43 C 0.20790 1.43026 -2.86628
44 C 0.52820 3.91540 -1.64039
45 H 0.36850 2.74866 0.20591
46 C 0.35715 2.58613 -3.64275
47 H -0.03842 0.48518 -3.34888
48 C 0.56550 3.82371 -3.03142
49 H 0.61914 4.87508 -1.12749
50 H 0.28768 2.49135 -4.72663
51 H 0.71305 4.72083 -3.63194
52 O 0.92629 0.84883 1.40731
53 C 1.15001 0.98578 2.66102
54 C 2.52462 1.27121 3.17172
55 C 2.66863 2.65030 3.82311
56 C 2.21296 2.67232 5.28269
57 C 0.71849 2.42650 5.44862
58 C 0.27807 1.03809 4.98222
59 N 0.13802 0.93799 3.52252
60 H 2.77808 0.47973 3.89586
61 H 3.20222 1.19797 2.31545
62 H 3.72422 2.94187 3.77740
63 H 2.11364 3.40381 3.24600
64 H 2.76891 1.90661 5.84163
65 H 2.46481 3.64723 5.72048
66 H 0.46246 2.51324 6.51295
67 H 0.14660 3.19662 4.91382
68 H 1.00335 0.28108 5.31919
69 H -0.68987 0.79089 5.42939
70 H -0.77795 0.71412 3.13561